*a*
16
Properties=species:S:1:pos:R:3 method="wB97M-V/def2-TZVPD" smiles="C[C@H]1CCC1=O.[H][H]" mol_weight_g_mol=86.13 gap_ev=10.42 lumo_energy_ev=0.935
C -1.278 -0.182 -0.992
C -0.056 -0.581 -0.181
C 1.353 -0.558 -0.837
C 1.928 0.215 0.380
C 0.483 0.436 0.827
O -0.044 1.206 1.585
H -2.151 -0.067 -0.342
H -1.111 0.774 -1.500
H -1.509 -0.936 -1.752
H -0.228 -1.536 0.335
H 1.804 -1.530 -1.049
H 1.363 0.045 -1.750
H 2.475 -0.423 1.083
H 2.513 1.119 0.193
H -3.139 0.971 2.050
H -2.404 1.046 1.950

---

*b*
16
Properties=species:S:1:pos:R:3 method="wB97M-V/def2-TZVPD" smiles=C[C@@H](O)C1CC1 mol_weight_g_mol=86.13 gap_ev=10.32 lumo_energy_ev=1.061
C -2.208 -0.222 0.224
C -0.860 0.137 -0.437
O -0.648 1.480 -0.794
C 0.327 0.007 0.491
C 1.450 -0.891 0.384
C 1.773 0.439 -0.278
H -2.387 0.358 1.135
H -2.256 -1.295 0.480
H -3.034 -0.020 -0.466
H -0.738 -0.549 -1.297
H 0.499 1.375 -0.680
H 0.171 0.596 1.399
H 2.023 -1.097 1.270
H 1.334 -1.688 -0.338
H 2.059 0.298 -1.335
H 2.495 1.071 0.243

---

Sorted by energy, starting with the most stable: *a*, *b*.